[1]
Density functional theory data (ωB97M-V/def2-TZVPD) for 3 unconnected molecules or ions with the total composition C25H48N2O7S.

Structure (XYZ):
```
83
Properties=species:S:1:pos:R:3:forces:R:3
O 2.91106 -0.66547 4.57997 -0.1862 0.0943 0.4284
C 3.21045 -1.00525 3.48073 0.0131 -0.0151 -0.0947
O 3.93408 -2.11737 3.23121 0.4992 -0.1513 0.0412
C 4.28814 -2.16911 1.84322 -0.8263 -0.3787 -0.2189
C 3.17398 -1.36407 1.12573 1.3505 -0.7370 0.7525
C 2.94821 -0.29074 2.18270 -0.0970 0.4251 -0.5789
C 1.70284 0.60154 2.17346 0.0932 -0.0045 -0.0710
C 0.81276 0.52580 0.93414 -0.2475 0.2034 0.2181
C 0.03205 -0.76101 0.65140 0.0563 0.1191 -0.4371
S -0.72888 -1.48230 2.06805 0.0585 0.1478 0.1162
O 0.25837 -1.98798 2.96361 -0.0167 -0.0453 -0.0144
O -1.77671 -0.61956 2.52044 0.0402 -0.0664 0.0083
O -1.38365 -2.78491 1.41471 -0.0776 -0.0957 -0.2034
H 4.24701 -3.21875 1.55713 0.2362 0.0030 -0.0215
H 5.29110 -1.77910 1.67219 0.0544 0.1444 0.1752
H 3.59621 -0.99915 0.19397 -0.5269 0.0573 -0.2830
H 2.38160 -2.09708 1.00948 -0.3881 0.4344 -0.2533
H 3.82312 0.36448 2.07868 0.0267 0.0711 0.0770
H 2.04074 1.63651 2.23652 -0.0897 0.0390 0.0308
H 1.11557 0.43933 3.07562 0.0013 -0.1250 0.0423
H 0.06488 1.30444 1.06222 -0.0903 0.1946 0.0042
H 1.37181 0.79347 0.03512 0.0446 -0.1726 -0.0440
H 0.59618 -1.55063 0.16068 0.1586 0.0129 0.0832
H -0.79403 -0.50930 -0.01780 -0.0406 -0.0470 -0.0043
H -2.07061 -2.50653 0.79077 -0.1157 -0.0803 0.1503
C 2.64017 -5.52915 -3.37463 0.0439 0.0867 -0.1228
C 1.66123 -4.50047 -2.78452 0.6254 -0.5418 0.0423
C 0.22055 -4.90315 -3.09106 -0.2591 0.0460 -0.1167
C -0.12299 -4.77422 -4.57451 0.1080 0.0522 0.0167
C 0.16689 -3.36270 -5.08581 -0.2514 -0.1442 0.1535
C 1.57292 -2.84672 -4.76039 0.5251 0.0033 -0.5549
N 1.89689 -3.12019 -3.32166 -1.2812 0.2534 0.2276
O 1.39885 -2.21521 -2.54844 0.4873 -0.1100 0.0988
C 2.62164 -3.46422 -5.69958 0.0030 -0.1037 0.1024
C 1.61827 -1.33940 -4.97952 -0.0524 0.1565 0.0217
C 1.92120 -4.49376 -1.28323 -0.1711 0.1720 0.2316
H 2.60174 -6.43864 -2.77581 -0.0266 0.0346 0.0801
H 2.41246 -5.82367 -4.39401 -0.0119 0.0138 0.0155
H 3.66274 -5.15163 -3.34551 0.0053 0.0146 -0.0026
H -0.45733 -4.27216 -2.50727 0.0701 0.0574 0.0114
H 0.06638 -5.92967 -2.75189 0.0184 -0.0244 0.0153
H 0.42705 -5.51371 -5.16186 0.0287 0.0011 0.0191
H -1.18056 -4.99896 -4.72236 -0.0022 -0.0096 -0.0209
H 0.03001 -3.31957 -6.16820 0.0053 0.0345 -0.0277
H -0.56631 -2.67747 -4.64924 0.0692 0.0250 0.0621
H 3.62811 -3.19738 -5.37528 0.0062 -0.0051 0.0145
H 2.47823 -3.07190 -6.70606 -0.0430 0.0802 0.0212
H 2.56323 -4.54562 -5.77700 -0.0182 0.0273 0.0067
H 0.83497 -0.82268 -4.43115 0.0376 -0.0324 0.0453
H 1.47956 -1.13813 -6.04181 0.0169 -0.0249 -0.0406
H 2.57959 -0.92647 -4.67263 0.0132 -0.0202 -0.0003
H 2.94946 -4.19908 -1.06588 0.0020 0.0202 -0.0415
H 1.76657 -5.49974 -0.89454 0.0256 -0.0547 -0.0361
H 1.25150 -3.82815 -0.74196 0.0017 0.0408 -0.0927
C -3.20297 5.09961 4.49199 -0.0589 -0.0620 -0.0545
C -2.07950 4.86046 3.47054 -0.2383 0.0124 0.6618
C -1.84499 6.11045 2.62362 -0.0165 0.1190 -0.2634
C -2.99142 6.39675 1.65630 -0.0232 -0.0827 0.0477
C -3.27088 5.18522 0.76747 0.2057 0.2332 -0.0217
C -3.46316 3.87290 1.53418 -0.6704 -0.3040 0.0911
N -2.38536 3.70913 2.56179 0.6668 0.5552 -0.7942
O -1.32099 3.17848 2.07262 -0.1491 -0.2146 0.2525
C -4.85906 3.81385 2.17520 0.0593 0.0378 0.1200
C -3.37143 2.69840 0.56730 0.0573 -0.1042 -0.1323
C -0.82694 4.51725 4.26599 0.1943 -0.0275 -0.0233
H -2.83153 5.75427 5.28014 0.0845 -0.0160 -0.0010
H -4.08216 5.58470 4.07906 0.0174 -0.0069 -0.0251
H -3.51140 4.16105 4.95312 0.0032 -0.0156 -0.0093
H -0.92149 5.98057 2.05063 0.0029 -0.0868 0.0233
H -1.68512 6.95920 3.29218 -0.0075 0.0070 0.0325
H -3.89293 6.68858 2.20118 -0.0001 -0.0288 0.0297
H -2.73001 7.24956 1.02718 -0.0245 0.0150 -0.0016
H -4.16393 5.36104 0.16380 -0.0157 -0.0306 -0.0351
H -2.43728 5.06541 0.06840 0.0362 -0.0630 0.0602
H -4.94078 2.94471 2.82868 0.0113 -0.0013 0.0135
H -5.61139 3.71841 1.39223 0.0529 -0.0339 -0.0667
H -5.11832 4.69880 2.74860 0.0260 0.0002 -0.0165
H -2.45238 2.72138 -0.01404 0.0183 0.0043 0.0598
H -4.21301 2.74960 -0.12433 -0.0468 0.0204 0.0065
H -3.41502 1.74814 1.10116 0.0088 0.0113 0.0281
H -0.96884 3.60114 4.84018 -0.0102 -0.0105 -0.0157
H -0.61885 5.33109 4.96070 -0.0432 0.0279 0.0298
H 0.04182 4.38643 3.62598 -0.0463 -0.0318 -0.0287
```
Positions in Å, forces in eV/Å.

The value obtained for the HOMO energy (alpha / beta) is -8.150 / -9.290 eV. The expectation value of S² is 2.01. As for the total energy: -54848.606 eV. For the energy above the lowest of the compared OMol25 structures with the same formula, charge and spin, the calculation gives 0.000 eV. As for the spin multiplicity: 3.

=====

[2]
Density functional theory data (ωB97M-V/def2-TZVPD) for a molecular structure, C25H49BO16Si2.

Structure (XYZ):
```
93
Properties=species:S:1:pos:R:3:forces:R:3
C 7.76985 -4.07169 3.28561 -0.6290 -0.3235 1.0821
C 6.57249 -4.43961 2.23180 -0.7056 -0.0359 0.5481
C 6.40097 -3.41081 0.97034 -0.2123 -0.9410 -1.1119
C 7.79686 -2.92304 0.26520 0.2577 0.5221 0.6606
Si 5.28249 -1.89040 1.48974 0.4931 -1.9369 0.8852
C 6.15443 -1.09634 3.01597 -0.0862 0.6311 1.7804
C 5.53117 0.34447 3.49642 -0.9120 3.2537 2.0650
C 5.74233 0.71855 5.11297 -2.1940 2.7858 -2.0885
C 5.15269 2.10216 5.76517 -0.3357 -0.6379 -3.9750
C 4.36151 3.21760 4.83714 1.8458 -4.3705 -1.8693
C 4.18754 2.83516 3.22490 0.8946 -1.2092 1.9613
C 3.40548 3.99592 2.31682 0.7371 -0.1897 0.9694
C 4.74509 1.43002 2.54927 0.7412 0.6875 4.2944
O 3.69120 -2.53830 1.88208 0.0285 2.9395 -1.9379
Si 2.39468 -1.51911 1.25880 -0.2265 -1.3219 -1.3268
O 2.68687 -0.86119 -0.34958 -1.0724 0.5673 2.0449
C 0.76510 -2.59878 1.10053 0.6751 -0.9139 0.7425
B 0.37629 -3.01782 2.66739 -0.0807 -0.1643 1.0872
O -0.31629 -4.30160 2.93614 2.7742 1.0433 -0.5960
O 0.73651 -2.15077 3.84478 -2.9930 -2.6956 -1.9630
H 7.26172 -3.68204 4.29336 1.2240 -0.8479 -2.1528
H 8.49599 -3.21935 2.94714 -1.2660 -1.9180 0.4439
H 8.32546 -5.08002 3.57195 -0.8631 2.3792 -0.6673
H 6.65989 -5.57484 1.90012 -0.0168 2.4954 0.4502
H 5.55314 -4.38013 2.85102 2.0974 -0.2640 -1.3776
H 5.77942 -3.98888 0.13641 1.2051 1.0978 1.7146
H 8.25336 -2.06547 0.95225 -0.6924 -1.8082 -1.5527
H 8.57388 -3.80887 0.22506 -1.5546 1.8122 -0.0430
H 7.65056 -2.44295 -0.81365 0.1604 -1.2188 2.3695
H 5.20690 -0.94193 0.37293 -0.1281 0.1213 -0.0265
H 5.97699 -1.85021 3.92448 0.3455 1.6408 -1.8643
H 7.34115 -1.05706 2.89421 -2.6099 0.1521 0.1029
H 6.30870 -0.03616 5.82076 -1.3052 1.6766 -1.6972
H 5.33657 2.31300 6.90186 -0.4231 -0.4666 -2.4532
H 3.94619 4.23707 5.29302 1.0259 -2.5636 -1.2108
H 3.46450 3.76024 1.17223 -0.0391 0.4972 2.2714
H 3.94360 5.02641 2.58397 -1.1433 -2.2616 -0.8701
H 2.28307 4.12260 2.64519 2.2251 -0.5052 -0.6431
H 4.58926 1.22389 1.40220 0.3261 0.5211 2.5554
H 2.16629 -0.37209 2.15160 0.1521 -0.0243 0.0116
H 2.09799 -0.04975 -0.41685 1.1241 -1.4226 -0.0164
H 1.02325 -3.61245 0.52710 -0.6981 2.2265 1.0100
H -0.10247 -2.03295 0.55446 1.6409 -1.0273 1.0488
H 0.30519 -5.04620 2.63911 -1.5421 1.5651 0.4304
H 0.06020 -2.43375 4.54622 1.6907 0.4729 -1.1096
C -4.10001 -2.34244 0.63882 -0.3722 -0.4261 0.3458
O -3.23947 -1.43380 -0.04541 -0.1977 0.6222 -0.8862
C -3.82423 -0.78620 -1.08456 -0.3277 -0.0267 -0.2477
O -4.97973 -0.92181 -1.45531 1.6328 0.1714 0.5271
O -2.90057 0.03832 -1.63999 -0.6085 -0.7908 0.6996
C -3.37904 0.78983 -2.75372 -0.1378 0.3764 -0.5171
H -3.52903 -2.80321 1.44956 0.1256 0.2495 -0.2514
H -4.95211 -1.81203 1.07614 0.0671 -0.1199 -0.1932
H -4.44025 -3.13450 -0.03604 -0.0500 0.2491 0.0789
H -4.20230 1.44541 -2.45214 0.0591 -0.2299 -0.0909
H -3.69041 0.12300 -3.56425 -0.1043 0.1025 0.1950
H -2.55832 1.41384 -3.11801 -0.0301 -0.2171 0.2954
C -3.76566 -1.07083 -9.19580 0.2057 -0.0985 -0.4928
O -4.29905 -0.74769 -7.91307 -0.2677 -0.6515 0.7366
C -4.57853 -1.82517 -7.13711 0.0433 -0.5485 -0.0816
O -4.41270 -2.99455 -7.44705 -0.2389 1.7565 0.4435
O -5.07474 -1.37623 -5.95656 0.4597 -0.0918 -1.0429
C -5.41584 -2.40812 -5.03302 -0.2090 -0.3920 0.4738
H -3.57977 -0.13507 -9.73004 -0.1448 -0.0450 0.3561
H -2.81500 -1.60449 -9.09526 -0.2687 -0.0484 -0.0150
H -4.48320 -1.66114 -9.77481 0.2044 -0.0309 0.1791
H -4.53127 -2.99528 -4.76606 -0.1887 0.0043 -0.1858
H -6.19941 -3.05187 -5.44555 0.2801 0.0223 -0.0088
H -5.80156 -1.93550 -4.12553 0.1485 0.1776 -0.2883
C -1.95915 6.82414 -3.04556 0.1342 0.5153 0.1435
O -2.26636 5.46780 -3.36226 -0.6348 -0.3510 -0.7906
C -3.10267 5.31718 -4.42012 -0.2066 0.4340 -0.2803
O -3.58614 6.21916 -5.08624 0.7254 -1.3590 0.9942
O -3.30811 3.98909 -4.60840 0.3113 0.9605 0.3513
C -4.17544 3.67801 -5.69700 -0.3607 -0.1759 -0.4383
H -1.28422 6.82580 -2.18527 -0.1577 -0.3090 -0.1813
H -1.44958 7.31035 -3.88376 -0.2515 -0.0477 0.0956
H -2.86676 7.37191 -2.77214 0.1506 -0.0657 -0.2178
H -3.75460 4.03843 -6.64118 -0.1571 0.0792 0.2067
H -5.17169 4.09994 -5.52958 0.2424 0.0639 -0.1075
H -4.26817 2.59002 -5.75495 0.1977 0.1873 0.2335
C -3.71291 0.98902 1.98650 0.2829 -0.3169 -0.2836
O -4.43076 2.00278 2.68746 -0.9067 -0.1700 0.6362
C -5.50191 1.54746 3.38494 -0.1023 -0.3824 -0.0032
O -5.87454 0.38645 3.44998 0.5335 1.6269 -0.1001
O -6.08688 2.60773 3.99741 0.5996 -0.7182 -0.5596
C -7.23639 2.27609 4.77376 -0.4347 -0.0956 0.2937
H -2.87837 1.46528 1.46465 -0.2666 0.1385 0.2023
H -3.30580 0.25105 2.68529 -0.2101 0.0297 -0.1512
H -4.35424 0.50650 1.24189 0.0488 0.0438 0.2937
H -6.97025 1.58958 5.58392 -0.0796 -0.0039 -0.2564
H -8.01863 1.84507 4.14058 0.2141 -0.0750 0.1468
H -7.62222 3.19815 5.21718 0.3118 -0.0436 -0.2338
```
Positions in Å, forces in eV/Å.

The value obtained for the HOMO energy is -8.103 eV. As for the total energy: -75906.461 eV.